118
Properties=species:S:1:pos:R:3:lowdin_charge:R:1 method="wB97M-V/def2-TZVPD" largest_force_ev_per_a=2.69 total_charge=+1 e_homo_ha=-0.3235 lumo_ha=-0.1327 e_above_lowest_kj_mol=238.8
Zr -0.327 -0.330 -0.013 1.51
O -0.060 5.901 -3.856 0.05
C -0.713 4.995 -3.385 -0.69
O -1.865 4.520 -3.534 0.02
C -0.170 3.989 -2.316 -0.04
C 0.632 2.922 -2.740 0.06
C 0.642 1.754 -2.015 -0.29
N 0.098 1.675 -0.777 -0.10
C -0.569 2.761 -0.301 -0.26
C -0.782 3.881 -1.063 0.05
C -1.140 2.613 1.041 -0.24
C -1.680 3.685 1.747 0.01
C -2.306 3.453 2.953 -0.01
C -2.353 2.153 3.440 -0.02
C -1.754 1.153 2.706 -0.18
N -1.156 1.360 1.527 -0.02
C 1.268 0.513 -2.498 -0.25
C 1.725 0.360 -3.794 0.03
C 2.383 -0.810 -4.146 -0.01
C 2.590 -1.774 -3.176 0.00
C 2.077 -1.566 -1.909 -0.13
N 1.387 -0.469 -1.573 -0.02
H 1.174 3.022 -3.671 0.14
H -1.447 4.665 -0.730 0.13
H -1.601 4.687 1.351 0.13
H -2.752 4.265 3.511 0.13
H -2.834 1.926 4.381 0.12
H -1.756 0.135 3.065 0.08
H 1.577 1.144 -4.521 0.12
H 2.748 -0.943 -5.155 0.12
H 3.135 -2.681 -3.396 0.13
H 2.262 -2.273 -1.119 0.06
Br -2.217 0.607 -2.492 1.01
C -1.819 -1.258 -2.614 -0.70
C -2.343 -1.900 -3.671 -0.14
C -2.047 -3.301 -3.816 -0.08
C -1.206 -3.872 -2.953 -0.04
C -0.624 -3.099 -1.846 -0.23
N -1.021 -1.725 -1.605 -0.14
C 0.333 -3.803 -1.241 -0.22
O 1.007 -4.706 -0.911 0.15
O 0.585 -2.277 0.480 -0.24
H -2.968 -1.380 -4.378 0.10
H -2.500 -3.863 -4.621 0.11
H -0.917 -4.911 -3.027 0.12
C 4.827 2.189 2.092 -0.19
Si 3.441 1.847 0.849 0.36
C 4.252 1.241 -0.750 -0.19
C 2.691 3.560 0.582 -0.18
As 1.847 0.149 1.507 0.87
Si 1.631 0.742 3.848 0.38
C 3.098 0.608 5.041 -0.20
C 1.151 2.578 3.883 -0.20
C 0.316 -0.369 4.666 -0.21
Si 3.353 -1.701 1.974 0.39
C 4.978 -1.094 2.734 -0.20
C 2.450 -2.801 3.236 -0.19
C 3.907 -2.813 0.548 -0.20
H 5.320 3.114 1.785 0.05
H 5.580 1.402 2.118 0.02
H 4.447 2.340 3.104 0.01
H 5.162 1.816 -0.935 0.05
H 3.603 1.370 -1.615 0.01
H 4.531 0.187 -0.684 0.02
H 3.437 4.175 0.072 0.05
H 2.470 4.044 1.536 0.03
H 1.793 3.583 -0.027 0.00
H 3.990 1.132 4.697 0.01
H 3.366 -0.428 5.254 0.03
H 2.790 1.075 5.980 0.05
H 2.022 3.181 4.148 0.04
H 0.380 2.772 4.630 0.04
H 0.787 2.932 2.918 0.00
H 0.796 -1.035 5.384 0.04
H -0.228 -0.989 3.953 -0.01
H -0.414 0.228 5.217 0.04
H 4.862 -0.184 3.315 -0.02
H 5.718 -0.909 1.953 0.04
H 5.376 -1.870 3.391 0.05
H 2.909 -2.718 4.222 0.04
H 2.498 -3.849 2.936 0.04
H 1.399 -2.527 3.337 -0.01
H 4.348 -2.256 -0.281 0.02
H 3.111 -3.455 0.167 0.01
H 4.684 -3.471 0.946 0.05
C -0.660 -3.840 1.847 0.05
C -0.343 -2.480 1.322 -0.67
O -1.009 -1.464 1.677 -0.23
H -1.077 -3.774 2.849 0.10
H 0.224 -4.471 1.829 0.09
H -1.405 -4.289 1.184 0.10
C -3.970 -1.185 2.003 -0.23
P -3.381 -0.364 0.438 0.99
C -4.471 1.125 0.428 -0.37
C -5.725 1.099 1.040 -0.09
C -6.554 2.209 1.003 -0.07
C -6.155 3.364 0.345 -0.07
C -4.917 3.402 -0.275 -0.06
C -4.083 2.293 -0.226 -0.14
C -4.294 -1.451 -0.732 -0.39
C -5.227 -0.980 -1.650 -0.10
C -5.868 -1.866 -2.504 -0.06
C -5.589 -3.223 -2.447 -0.07
C -4.662 -3.700 -1.530 -0.08
C -4.013 -2.816 -0.685 -0.11
H -4.915 -1.688 1.816 0.05
H -4.101 -0.440 2.786 0.04
H -3.243 -1.923 2.335 0.03
H -6.077 0.208 1.541 0.10
H -7.521 2.164 1.488 0.11
H -6.812 4.223 0.311 0.11
H -4.598 4.285 -0.815 0.12
H -3.133 2.351 -0.737 0.03
H -5.456 0.077 -1.700 0.10
H -6.588 -1.487 -3.218 0.11
H -6.090 -3.910 -3.115 0.11
H -4.441 -4.758 -1.485 0.11
H -3.281 -3.186 0.026 0.09